# 1
{"formula": "C7H13NO", "method": "wB97M-V/def2-TZVPD", "elements": ["C", "C", "C", "N", "H", "H", "H", "H", "H", "H", "H", "C", "C", "O", "H", "H", "H", "H", "C", "C", "H", "H"], "coordinates": [[1.0795, 1.3864, 1.9601], [-0.0842, 0.8858, 1.1563], [-0.5717, 1.8043, 0.0852], [-0.6509, -0.2301, 1.3089], [1.9614, 1.4543, 1.3067], [1.3076, 0.7125, 2.7840], [0.8674, 2.3753, 2.3597], [0.2183, 1.9305, -0.6550], [-0.7981, 2.7876, 0.5023], [-1.4592, 1.4013, -0.3984], [-0.2715, -0.8213, 2.0449], [-0.8943, -2.5162, -1.2345], [-1.9877, -1.7987, -1.4472], [-2.5013, -0.8646, -0.6321], [-0.3218, -2.4069, -0.3284], [-0.5615, -3.2469, -1.9457], [-2.5859, -1.9204, -2.3449], [-1.9067, -0.7299, 0.1471], [1.7667, -0.2887, -1.3298], [2.8094, 0.1939, -1.0006], [0.8465, -0.7207, -1.5948], [3.7383, 0.6125, -0.7436]], "atomic_forces_ev_per_a": [[0.20, -0.28, -0.04], [0.32, 0.49, 0.08], [-0.16, 0.10, -0.11], [-0.50, -0.69, 0.03], [-0.24, 0.06, 0.16], [0.04, -0.02, 0.02], [0.02, 0.11, -0.01], [0.03, 0.08, -0.05], [0.03, 0.00, -0.01], [0.05, 0.04, -0.02], [0.20, 0.23, 0.07], [0.25, -0.15, 0.14], [-0.32, 0.15, -0.15], [-0.20, 0.02, -0.04], [0.09, 0.01, 0.17], [-0.01, -0.16, -0.24], [0.04, 0.00, 0.01], [0.09, 0.01, 0.05], [0.50, 0.24, 0.17], [-0.26, -0.14, -0.17], [-0.64, -0.32, -0.20], [0.47, 0.20, 0.14]], "molar_mass_g_mol": 127.19, "e_tot_ha": -404.4084, "homo_lumo_gap_ev": 9.45, "multiplicity": 1}

# 2
{"formula": "C54H93N5O22", "method": "wB97M-V/def2-TZVPD", "elements": ["O", "N", "O", "C", "C", "C", "C", "C", "C", "H", "H", "H", "H", "H", "O", "N", "O", "C", "C", "C", "C", "C", "C", "H", "H", "H", "H", "H", "O", "N", "O", "C", "C", "C", "C", "C", "C", "H", "H", "H", "H", "H", "O", "N", "O", "C", "C", "C", "C", "C", "C", "H", "H", "H", "H", "H", "C", "O", "C", "C", "O", "C", "H", "H", "H", "H", "H", "H", "H", "H", "H", "H", "C", "O", "C", "C", "O", "C", "H", "H", "H", "H", "H", "H", "H", "H", "H", "H", "C", "O", "C", "C", "O", "C", "H", "H", "H", "H", "H", "H", "H", "H", "H", "H", "C", "O", "C", "C", "O", "C", "H", "H", "H", "H", "H", "H", "H", "H", "H", "H", "C", "O", "C", "C", "O", "C", "H", "H", "H", "H", "H", "H", "H", "H", "H", "H", "C", "O", "C", "C", "O", "C", "H", "H", "H", "H", "H", "H", "H", "H", "H", "H", "C", "O", "C", "C", "O", "C", "H", "H", "H", "H", "H", "H", "H", "H", "H", "H", "C", "C", "N", "H", "H", "H"], "coordinates": [[-1.0977, 4.6621, 6.8238], [-0.1422, 5.3680, 6.6323], [-0.0846, 6.5508, 6.9075], [1.0372, 4.8143, 5.9271], [1.0104, 3.4956, 5.6783], [2.1050, 2.9012, 4.9929], [3.1136, 3.7299, 4.5365], [3.0883, 5.0964, 4.8264], [2.0259, 5.7176, 5.4781], [0.0708, 2.9535, 5.8409], [2.0547, 1.9089, 4.6874], [3.9901, 3.3216, 4.0579], [4.0015, 5.6244, 4.5417], [1.8958, 6.7628, 5.6247], [2.5042, -5.8790, 0.5933], [1.6951, -5.0020, 0.6986], [1.7592, -3.9346, 0.1023], [0.5801, -5.2022, 1.6779], [-0.5740, -4.4552, 1.4508], [-1.5863, -4.6755, 2.3933], [-1.4633, -5.6110, 3.4280], [-0.2990, -6.4544, 3.4688], [0.7312, -6.1894, 2.6086], [-0.6278, -3.7218, 0.6053], [-2.4041, -4.0067, 2.3667], [-2.2368, -5.6831, 4.2057], [-0.2058, -7.3465, 4.1526], [1.6704, -6.7591, 2.7370], [-1.4568, 3.2764, 4.2490], [-1.9273, 3.5540, 3.1626], [-2.3369, 2.7435, 2.3430], [-1.8013, 4.9466, 2.7749], [-1.8621, 5.2209, 1.4133], [-1.7570, 6.5613, 1.0513], [-1.5022, 7.4702, 2.0101], [-1.4148, 7.1689, 3.3936], [-1.6235, 5.8806, 3.7554], [-1.8698, 4.4201, 0.6700], [-1.9207, 6.8454, 0.0136], [-1.4001, 8.4995, 1.7992], [-1.3660, 7.9878, 4.0419], [-1.6522, 5.6394, 4.8069], [5.7739, 2.1635, -5.5311], [6.1366, 2.3596, -4.4071], [7.0152, 3.1136, -4.0565], [5.3858, 1.6908, -3.2895], [4.1561, 1.2019, -3.5774], [3.4237, 0.5594, -2.5870], [3.9836, 0.4191, -1.3376], [5.2604, 0.9631, -1.0881], [5.8975, 1.7573, -2.0278], [3.8934, 1.3595, -4.5788], [2.4079, 0.3023, -2.8215], [3.5158, -0.0412, -0.5112], [5.6807, 0.9908, -0.1005], [6.8415, 2.3551, -1.8263], [3.5231, 4.3084, -5.1777], [2.8987, 3.7860, -4.0500], [2.7729, 4.6532, -2.9808], [2.4601, 3.8418, -1.7627], [2.2691, 4.7312, -0.6987], [2.0809, 4.0178, 0.4840], [3.5540, 3.5221, -5.9265], [4.5859, 4.5108, -4.9406], [3.1456, 5.2911, -5.5097], [2.0023, 5.4277, -3.2643], [3.7053, 5.1781, -2.8026], [3.2333, 3.1013, -1.5826], [1.5748, 3.2515, -2.0146], [1.2346, 3.3377, 0.3212], [1.6864, 4.6533, 1.2158], [2.9910, 3.5541, 0.8182], [2.1625, 0.8916, 2.1826], [1.9487, 0.0588, 1.0913], [0.6066, -0.3291, 0.8710], [0.5012, -0.9367, -0.4861], [-0.7436, -1.6340, -0.4736], [-0.8527, -2.3038, -1.6916], [1.7530, 0.4788, 3.1101], [1.7340, 1.8855, 2.0505], [3.2197, 1.0116, 2.3472], [-0.0797, 0.5453, 0.9854], [0.2729, -1.0212, 1.6691], [1.3094, -1.6096, -0.7793], [0.5093, -0.2081, -1.3354], [-1.0350, -1.4713, -2.4176], [-1.8041, -2.8009, -1.6514], [-0.0867, -3.0561, -2.0513], [-3.8320, -5.7882, -0.4605], [-3.5906, -4.4642, -0.0339], [-4.7061, -3.6576, 0.1131], [-4.3176, -2.2534, 0.2625], [-3.6488, -2.0278, 1.5452], [-3.3169, -0.7254, 1.8559], [-4.7455, -5.7914, -1.0812], [-4.0422, -6.4793, 0.3683], [-2.9183, -6.2392, -0.9149], [-5.3815, -3.8998, 0.9476], [-5.3294, -3.7131, -0.8080], [-5.3171, -1.7922, 0.3043], [-3.6126, -1.9291, -0.5459], [-4.1555, -0.1358, 2.1635], [-2.8672, -0.1078, 1.0625], [-2.5578, -0.8563, 2.6470], [-4.8021, 2.7594, -1.7082], [-4.8432, 4.0323, -1.0672], [-5.9050, 4.8125, -1.4354], [-5.7755, 6.1633, -0.8315], [-4.6200, 6.8093, -1.3830], [-4.4175, 8.1629, -0.9801], [-3.8770, 2.2974, -1.3946], [-4.8485, 2.8133, -2.8438], [-5.5513, 2.0520, -1.2967], [-6.8726, 4.3162, -1.1060], [-6.0372, 4.9758, -2.5138], [-5.7509, 6.1463, 0.2681], [-6.5760, 6.7774, -1.1158], [-5.2625, 8.8385, -1.1469], [-3.5363, 8.5454, -1.5165], [-4.1919, 8.1545, 0.0418], [1.3041, -2.2911, -4.6944], [0.2327, -2.3030, -5.5996], [0.4053, -1.5773, -6.8460], [0.2328, -0.1164, -6.7377], [1.1373, 0.4360, -5.7621], [0.9127, 1.8201, -5.4767], [1.1055, -1.6135, -3.8081], [2.2732, -2.0252, -5.1043], [1.3634, -3.2790, -4.2470], [-0.3710, -1.8932, -7.5058], [1.3714, -1.7982, -7.2547], [-0.8040, 0.1575, -6.3858], [0.3969, 0.2509, -7.7326], [-0.1396, 1.9277, -5.0825], [1.0333, 2.5668, -6.2611], [1.5144, 2.1164, -4.5958], [4.2995, -2.3933, 2.1692], [3.4956, -2.0868, 3.2959], [3.5519, -3.0904, 4.2810], [3.1307, -2.4918, 5.6209], [1.7421, -2.3029, 5.7764], [1.2423, -1.2195, 5.0085], [3.6412, -2.8706, 1.4122], [5.0619, -3.1108, 2.3395], [4.7148, -1.4780, 1.7597], [4.4997, -3.6107, 4.3090], [2.6688, -3.7739, 4.0983], [3.6822, -1.6078, 5.8071], [3.4213, -3.2067, 6.3970], [1.2450, -1.4466, 3.9046], [1.8652, -0.3177, 5.2156], [0.1784, -1.0414, 5.2292], [-2.3336, -8.6884, 1.4207], [-2.2738, -9.1193, 0.0634], [-0.9004, -9.2494, -0.3955], [-0.1032, -8.0061, -0.5789], [-0.5286, -7.3011, -1.8027], [0.1573, -6.1052, -2.0050], [-3.3657, -8.7933, 1.7476], [-2.1480, -7.5996, 1.5371], [-1.6022, -9.2494, 1.9120], [-0.8932, -9.7019, -1.3814], [-0.3842, -9.9251, 0.3117], [0.9816, -8.2434, -0.6289], [-0.2121, -7.2974, 0.3312], [-0.0366, -5.3464, -1.2339], [-0.2109, -5.6888, -2.9351], [1.2490, -6.1139, -2.1135], [-3.7860, -2.4008, -4.3458], [-3.3115, -1.0018, -4.1103], [-3.0809, 0.0801, -3.8743], [-4.6893, -2.5495, -5.0045], [-4.0334, -2.9661, -3.4153], [-2.9238, -2.9219, -4.7623]], "atomic_forces_ev_per_a": [[-0.35, -0.39, 0.40], [0.59, 0.65, -0.57], [-0.17, 0.25, 0.25], [-0.05, 1.97, 0.10], [0.39, -2.32, -1.12], [-1.04, 2.35, 0.18], [-0.14, -0.12, 1.09], [0.61, 0.62, -0.14], [-0.01, -2.24, -0.03], [0.79, 0.08, 0.39], [0.01, -1.63, -0.15], [0.00, -0.07, -0.24], [-0.58, 0.34, -0.05], [0.25, 0.53, 0.21], [0.72, -0.91, -0.22], [-0.43, 1.16, 0.71], [-0.30, -0.35, 0.07], [0.08, 1.09, -2.08], [0.50, -0.31, 0.32], [0.72, 0.01, 0.48], [1.06, -0.71, -0.28], [-1.70, -0.07, 1.04], [1.06, -1.09, 0.79], [-0.09, -0.72, 1.14], [-1.02, 0.36, -0.09], [0.33, -0.10, -0.55], [-0.23, 1.39, -0.54], [-0.64, 0.48, -0.53], [-0.58, -0.49, 0.11], [0.98, -0.67, -0.43], [-0.11, 0.30, 0.57], [-0.52, -0.80, -1.55], [0.39, -0.04, 0.28], [-0.31, -1.21, -1.30], [0.23, 1.03, 2.25], [-0.65, -0.05, -2.86], [0.18, 0.19, 1.55], [-0.47, 0.30, 0.38], [0.30, -0.04, 0.17], [0.05, 0.99, -0.65], [0.37, 0.76, 1.21], [-0.16, -0.39, -0.15], [-0.01, -0.26, -1.07], [-0.69, 0.14, 1.86], [0.60, 0.27, -0.36], [0.69, 1.05, -0.88], [0.21, -0.78, 0.46], [-0.12, 0.55, -0.49], [1.65, 0.40, -0.13], [-0.60, 1.12, 0.09], [1.91, -0.11, 0.77], [-1.07, -0.23, -1.14], [-0.27, -0.44, 0.10], [-0.80, -0.55, 0.51], [-0.06, -0.40, 0.42], [-1.36, -1.06, -0.22], [1.52, 0.53, 0.19], [-0.41, -0.91, -0.37], [-0.16, 1.34, -0.44], [-0.62, 0.21, -0.72], [0.20, 0.14, -0.26], [-1.08, -0.48, -0.84], [-0.41, 0.26, -0.31], [-0.15, 0.02, -0.04], [-0.47, -0.52, -0.12], [0.43, -0.56, 0.78], [0.43, 0.34, 0.00], [0.51, 0.06, 0.21], [-0.48, -0.06, 0.41], [0.43, -0.71, 0.09], [-0.11, 1.37, 1.25], [0.36, -0.57, 0.20], [-0.52, 0.17, 0.72], [0.19, -0.22, -0.57], [0.02, 0.98, 1.22], [-0.67, 0.05, -0.83], [1.56, -0.51, 0.27], [-1.38, 0.67, -1.65], [-0.09, -0.11, -0.13], [-0.21, 0.12, -0.14], [0.55, -0.07, -0.15], [0.39, -0.31, -0.32], [0.22, -0.13, -0.45], [0.21, -0.26, 0.69], [-0.27, 0.08, 0.71], [0.63, -0.90, -0.33], [-0.46, -0.69, 0.03], [-0.27, 1.09, 0.90], [-0.12, -0.65, 0.26], [0.94, -0.52, 0.08], [-0.68, -0.76, -0.58], [0.91, 1.43, 1.27], [-0.92, -1.72, -1.74], [1.35, 0.65, 0.19], [0.59, -0.26, -0.33], [-0.15, 0.33, 0.25], [-0.73, 0.72, -0.18], [0.29, -0.46, 0.11], [0.11, -0.02, 0.26], [0.49, 0.90, -0.42], [-0.89, 0.09, 0.46], [-0.76, 0.27, 0.69], [0.19, -0.61, -0.28], [-0.45, 0.64, -0.09], [-0.08, -0.18, -0.24], [0.98, -1.11, -0.43], [-2.07, -0.24, -0.08], [1.46, 0.78, 0.60], [0.13, 0.07, -0.20], [0.03, -0.72, -1.23], [0.50, 0.09, -0.26], [-0.03, 0.04, 1.38], [-0.26, 0.59, -0.42], [0.67, 0.64, -0.12], [0.47, -0.35, -0.19], [0.28, -0.15, -0.08], [-1.76, 0.67, -0.34], [-0.17, -0.23, -0.22], [-0.38, -0.21, 0.01], [0.34, 0.28, 1.85], [-0.26, 0.55, 1.65], [-0.34, 0.46, -1.22], [0.11, -0.62, 2.02], [-0.75, 1.30, 2.10], [0.18, 0.53, -1.00], [-1.48, -0.38, 1.91], [0.16, -0.32, -1.09], [0.04, 0.09, -0.36], [0.13, -0.36, -0.12], [-0.48, -0.68, -0.52], [0.67, -0.30, -0.32], [0.72, -0.34, -0.51], [0.13, 0.77, -0.63], [0.62, -0.04, -0.57], [0.31, -0.42, -0.49], [0.08, -0.37, -0.81], [-1.92, 0.12, -1.19], [1.33, 0.18, 0.00], [-2.95, 0.06, 0.32], [0.21, -1.48, 0.16], [-0.20, 0.23, -0.29], [-0.08, 0.00, -0.97], [0.37, 0.41, 0.04], [0.98, -0.51, 0.66], [0.03, 0.10, -0.02], [0.26, -0.11, 0.09], [1.16, -0.19, -0.16], [0.51, 1.36, 0.18], [-0.13, 0.00, 0.00], [0.37, 0.20, 0.98], [-0.53, -0.38, -0.24], [0.48, -0.08, 0.48], [-0.96, 1.59, -1.71], [0.94, 0.44, -0.70], [-0.80, -0.50, 0.38], [0.11, 2.54, 0.63], [0.64, -1.31, 1.54], [0.04, 1.21, -0.18], [0.11, -0.60, 0.22], [0.32, -0.48, -0.16], [0.84, -0.84, 1.66], [-0.52, -0.45, -0.05], [0.02, 0.23, -0.24], [-0.53, 0.02, -0.18], [0.05, -0.94, -1.41], [-0.25, -0.24, 0.13], [-0.20, 0.07, -0.24], [0.06, -0.79, 0.16], [0.03, -0.49, 0.15], [-2.01, -3.12, -0.34], [0.78, 2.12, 0.35], [1.13, 0.79, 0.47], [0.31, 0.90, -0.34], [-0.16, -0.18, -0.28]], "molar_mass_g_mol": 1164.35, "e_tot_ha": -4041.6579, "homo_lumo_gap_ev": 9.14, "multiplicity": 1}

# 3
{"formula": "C6H7NO3", "method": "wB97M-V/def2-TZVPD", "elements": ["O", "C", "O", "C", "C", "C", "N", "C", "C", "H", "H", "H", "H", "H", "H", "O", "H"], "coordinates": [[-1.5742, -1.2567, -1.8154], [-0.7787, -1.2874, -0.7359], [1.1705, -0.8769, -1.2372], [1.2913, 0.3564, -0.5883], [0.1779, 0.5889, 0.4225], [-1.1118, 1.1076, -0.1370], [-0.9740, -0.2871, 0.2291], [0.5660, 0.8582, 1.7934], [0.9005, 1.1013, 2.9296], [2.2753, 0.3999, -0.1011], [1.2884, 1.1580, -1.3431], [-1.7671, 1.6943, 0.5068], [-1.1298, 1.3505, -1.2025], [1.2024, 1.3951, 3.9196], [-2.2174, -1.9763, -1.7872], [-0.3163, -2.4128, -0.3150], [0.9970, -1.9128, -0.5383]], "atomic_forces_ev_per_a": [[-0.10, 1.04, 0.12], [-0.51, -3.23, 1.63], [-0.73, -1.52, 0.85], [1.61, -0.18, -0.15], [-0.21, 0.13, 0.60], [-0.02, 0.29, -0.21], [0.49, 0.16, -0.99], [0.20, 0.30, 1.01], [-0.16, 0.08, -0.79], [-0.31, 0.19, 0.21], [-0.08, -0.27, 0.07], [0.08, -0.27, -0.18], [0.06, -0.02, 0.32], [-0.14, -0.26, -0.41], [0.45, -0.37, -0.04], [-0.25, 1.30, -0.63], [-0.38, 2.64, -1.41]], "molar_mass_g_mol": 141.13, "e_tot_ha": -513.1346, "homo_lumo_gap_ev": 10.61, "multiplicity": 1}

# 4
{"formula": "C3H11NS2", "method": "wB97M-V/def2-TZVPD", "elements": ["C", "C", "N", "H", "H", "H", "H", "H", "H", "H", "C", "S", "S", "H", "H", "H", "H"], "coordinates": [[-1.0466, -1.5945, -5.0794], [-1.8666, -1.2941, -6.3338], [-2.7247, -0.1244, -6.2027], [-0.2892, -2.3438, -5.3173], [-0.5001, -0.7137, -4.7371], [-1.7509, -1.9512, -4.3299], [-1.1939, -1.0949, -7.1787], [-2.4316, -2.1469, -6.6365], [-2.3705, 0.6329, -5.6445], [-3.6933, -0.3259, -6.0414], [1.4523, 2.1544, 2.4936], [1.7811, 1.0387, 3.9158], [0.5425, -0.4996, 3.9825], [0.8494, 1.6839, 1.7390], [2.4463, 2.2465, 2.0592], [1.0576, 3.0892, 2.8734], [1.0131, -1.3255, 3.0227]], "atomic_forces_ev_per_a": [[-0.21, -0.20, -0.63], [1.09, 1.42, -0.05], [-0.27, -0.29, -0.59], [-0.12, -0.21, 0.23], [-0.23, 0.06, 0.08], [0.35, -0.02, 0.38], [0.13, -0.13, 0.13], [-0.64, -0.57, -0.05], [-0.01, -0.14, 0.17], [-0.09, 0.08, 0.31], [0.58, -0.69, 0.48], [1.17, 0.90, 0.05], [-1.24, -0.77, -0.26], [-0.57, -0.11, -0.10], [-0.05, 0.47, -0.02], [-0.09, 0.08, -0.25], [0.20, 0.12, 0.10]], "molar_mass_g_mol": 125.26, "e_tot_ha": -971.9987, "homo_lumo_gap_ev": 9.57, "multiplicity": 1}